Entry from the Open Molecules 2025 dataset: a molecular structure, C39H60GeIN4P3Pd (the ωB97M-V functional and the def2-TZVPD basis).

XYZ file:
```
109
Properties=species:S:1:pos:R:3:forces:R:3:lowdin_charge:R:1
Pd 0.857 -0.272 1.530 0.482 0.352 0.520 0.16
C 3.346 -2.725 -1.015 0.129 0.044 -0.027 -0.09
C 2.701 -1.448 -1.551 0.078 -0.184 0.210 -0.49
C 3.640 -0.895 -2.636 -0.104 0.173 -0.096 -0.07
P 2.379 -0.161 -0.272 -0.063 0.459 -0.591 1.03
C 1.692 1.225 -1.224 -0.416 0.253 0.220 -0.37
N 0.369 0.854 -1.647 0.541 -1.355 1.327 -0.16
Ge -0.722 -0.125 -0.442 -0.674 0.775 -2.930 0.88
N -1.854 1.053 0.435 0.419 -0.031 0.533 -0.18
C -1.583 1.485 1.791 0.047 -0.160 -0.047 -0.39
P 0.134 2.186 1.867 -0.407 -0.107 -0.087 1.05
C 0.331 2.875 3.581 0.194 -0.015 0.103 -0.56
C -0.971 3.385 4.198 -0.078 -0.028 -0.006 -0.08
C 1.444 3.920 3.665 0.091 0.007 0.004 -0.08
C 0.091 3.556 0.618 0.093 -0.073 -0.112 -0.50
C 1.406 4.306 0.371 0.100 0.093 0.144 -0.08
C -1.008 4.578 0.943 -0.128 -0.062 0.097 -0.06
C -3.138 1.218 -0.121 -0.250 -0.450 -0.392 -0.20
C -4.203 1.862 0.502 0.127 -0.128 -0.065 -0.01
C -5.448 1.877 -0.110 -0.154 0.100 0.045 -0.04
C -5.664 1.234 -1.312 0.017 -0.097 -0.128 -0.03
C -4.604 0.606 -1.956 -0.107 0.164 0.156 0.00
C -3.349 0.636 -1.384 0.110 -0.057 0.113 -0.14
N -2.155 0.072 -2.046 0.097 -0.277 0.810 -0.03
C -1.554 0.983 -3.022 0.517 0.345 -0.022 -0.15
C -2.262 1.549 -4.062 0.066 0.015 -0.158 0.00
C -1.596 2.314 -5.010 -0.019 0.019 -0.035 -0.04
C -0.229 2.519 -4.896 -0.215 -0.011 -0.141 -0.05
C 0.475 2.021 -3.814 -0.088 -0.194 0.389 -0.01
C -0.189 1.264 -2.840 -0.696 0.623 -0.625 -0.21
C -2.318 -1.281 -2.602 -0.016 -0.064 0.149 -0.14
C -3.083 -1.543 -3.721 0.070 -0.202 -0.019 0.00
C -3.212 -2.851 -4.172 -0.059 0.140 -0.069 -0.03
C -2.553 -3.870 -3.514 -0.013 -0.140 -0.024 -0.04
C -1.741 -3.611 -2.418 -0.030 0.127 -0.050 -0.01
C -1.617 -2.306 -1.952 -0.165 0.406 -0.307 -0.21
N -0.765 -1.928 -0.898 0.167 -0.024 1.056 -0.17
C -0.094 -2.995 -0.192 0.010 0.135 0.136 -0.35
P 0.298 -2.548 1.546 -0.067 -0.580 -0.692 0.92
C -1.301 -2.906 2.435 0.156 -0.046 -0.198 -0.54
C -2.510 -2.233 1.786 -0.064 0.126 0.035 -0.08
C -1.548 -4.414 2.550 -0.014 -0.007 0.094 -0.08
C 1.576 -3.692 2.230 -0.132 -0.073 0.038 -0.52
C 2.995 -3.111 2.357 -0.017 0.199 0.020 -0.11
C 1.570 -5.055 1.513 -0.013 -0.018 0.080 -0.08
C 3.990 0.386 0.454 -0.080 -0.285 0.201 -0.49
C 4.601 1.521 -0.377 0.085 0.020 0.050 -0.07
C 3.937 0.774 1.932 -0.029 0.064 0.016 -0.11
H 3.468 -3.434 -1.835 -0.019 0.008 0.006 0.11
H 2.799 -3.215 -0.225 -0.198 -0.068 0.088 0.02
H 4.344 -2.514 -0.626 0.019 -0.032 -0.051 0.09
H 1.714 -1.631 -1.987 0.030 -0.090 0.010 0.10
H 4.645 -0.730 -2.247 -0.003 -0.033 0.001 0.09
H 3.288 0.019 -3.111 -0.031 -0.040 -0.006 0.08
H 3.715 -1.653 -3.416 0.002 -0.001 0.000 0.11
H 2.337 1.550 -2.035 0.049 -0.218 -0.041 0.09
H 1.632 2.042 -0.509 0.329 0.216 -0.089 0.03
H -1.623 0.663 2.515 -0.131 0.035 0.078 0.04
H -2.331 2.195 2.131 0.162 0.245 -0.101 0.07
H 0.666 2.014 4.170 0.021 -0.046 0.047 -0.02
H -1.379 4.241 3.663 0.013 -0.022 0.005 0.08
H -0.755 3.711 5.217 0.016 0.031 -0.008 0.11
H -1.738 2.613 4.269 0.008 0.009 -0.010 0.08
H 1.134 4.870 3.231 -0.036 -0.024 0.035 0.08
H 2.368 3.605 3.178 -0.018 -0.013 -0.001 0.07
H 1.674 4.104 4.715 -0.018 0.016 0.008 0.10
H -0.213 3.025 -0.292 0.030 -0.002 -0.002 0.09
H 1.639 4.965 1.204 -0.027 0.045 -0.061 0.07
H 1.289 4.934 -0.512 -0.030 -0.033 -0.018 0.11
H 2.284 3.683 0.212 -0.040 -0.088 0.022 0.05
H -0.703 5.248 1.747 0.009 -0.009 -0.003 0.08
H -1.962 4.126 1.211 0.002 0.009 -0.061 0.07
H -1.180 5.189 0.056 0.040 -0.004 -0.008 0.11
H -4.109 2.348 1.462 0.055 -0.048 0.050 0.11
H -6.267 2.383 0.384 0.001 -0.002 0.004 0.12
H -6.652 1.214 -1.751 0.007 0.008 -0.018 0.12
H -4.772 0.088 -2.886 -0.053 0.047 0.008 0.11
H -3.333 1.417 -4.135 0.018 -0.019 -0.040 0.12
H -2.142 2.744 -5.838 -0.014 0.001 0.028 0.12
H 0.285 3.096 -5.653 0.045 0.004 0.035 0.12
H 1.529 2.240 -3.721 0.004 0.043 -0.019 0.10
H -3.560 -0.741 -4.263 0.019 -0.054 -0.033 0.11
H -3.816 -3.063 -5.043 -0.002 0.000 0.002 0.12
H -2.650 -4.889 -3.865 0.012 0.003 -0.012 0.12
H -1.201 -4.435 -1.976 0.029 0.019 0.040 0.11
H 0.799 -3.323 -0.719 0.187 -0.119 -0.007 0.08
H -0.738 -3.875 -0.105 -0.075 0.047 0.046 0.09
H -1.160 -2.501 3.437 -0.031 -0.001 0.120 0.03
H -2.794 -2.733 0.859 0.038 0.021 -0.008 0.10
H -2.369 -1.172 1.571 0.022 -0.002 0.033 0.04
H -3.354 -2.305 2.471 -0.012 -0.062 -0.021 0.11
H -1.655 -4.895 1.577 -0.008 0.022 -0.003 0.09
H -2.495 -4.554 3.073 0.003 0.010 0.010 0.11
H -0.783 -4.936 3.122 -0.005 0.003 0.002 0.08
H 1.188 -3.847 3.243 -0.010 -0.054 0.018 0.10
H 3.185 -2.279 1.676 -0.014 -0.041 -0.002 0.02
H 3.728 -3.884 2.132 0.025 0.003 0.044 0.10
H 3.188 -2.749 3.366 0.010 -0.025 0.018 0.07
H 2.062 -5.013 0.544 0.016 0.054 -0.068 0.08
H 0.576 -5.475 1.379 0.001 0.027 -0.009 0.07
H 2.135 -5.759 2.125 0.011 0.012 0.005 0.11
H 4.611 -0.513 0.365 0.041 0.076 -0.046 0.11
H 4.056 2.454 -0.231 -0.016 -0.003 -0.028 0.07
H 4.667 1.308 -1.441 -0.031 0.005 0.017 0.07
H 5.616 1.683 -0.013 0.007 0.007 -0.017 0.11
H 3.225 1.582 2.115 0.041 0.031 -0.045 0.04
H 4.923 1.138 2.222 -0.003 -0.021 0.059 0.10
H 3.688 -0.061 2.588 -0.011 -0.049 -0.031 0.04
I 0.715 -0.604 4.103 0.020 0.196 0.306 0.87
```
Forces are in eV/Å.

HOMO-LUMO gap (alpha / beta)   4.478 / 2.578 eV
2S+1   2
Charge   +3

=====

Entry from the Open Molecules 2025 dataset: a molecular structure, C18H36HgO12S4 (the ωB97M-V functional and the def2-TZVPD basis).

XYZ file:
```
71
Properties=species:S:1:pos:R:3:forces:R:3:lowdin_charge:R:1
Hg -13.455 9.756 23.343 0.020 0.038 0.011 0.26
O -11.977 16.086 22.575 0.540 1.288 0.237 0.20
C -12.289 14.837 22.536 0.176 -1.994 0.853 -0.87
O -11.866 14.010 23.376 1.179 -0.125 1.757 0.12
O -12.972 14.305 21.718 -2.806 -0.710 -3.610 0.20
H -11.367 15.966 23.306 0.870 1.404 0.785 0.13
C -15.398 4.254 26.005 -1.227 0.755 -1.439 -0.24
O -15.180 5.453 25.400 0.302 -1.347 1.271 -0.05
H -15.663 4.233 27.062 -0.231 0.928 0.802 0.09
H -16.138 3.659 25.471 -0.170 -0.191 -0.224 0.08
H -14.573 3.557 26.156 1.356 -0.035 -0.449 0.11
C -8.475 11.385 16.816 1.747 -1.027 -0.037 -0.20
C -7.222 10.588 17.390 -0.408 1.175 1.717 -0.22
C -7.697 9.764 18.584 -0.912 -1.058 -0.945 -0.21
S -9.359 9.114 17.972 0.486 -1.272 0.904 0.73
O -10.341 9.390 19.021 0.692 -0.493 -1.083 -0.36
O -9.193 7.742 17.418 -0.363 2.614 0.826 -0.36
C -9.599 10.350 16.649 0.315 0.551 -0.358 -0.22
H -7.984 11.795 15.934 -1.046 0.034 -0.624 0.10
H -8.829 12.240 17.393 0.369 -0.266 0.453 0.11
H -6.489 11.271 17.820 0.061 0.363 -0.327 0.10
H -6.672 10.027 16.634 -0.525 -0.228 -0.097 0.11
H -7.864 10.318 19.507 -0.291 0.281 -0.322 0.10
H -7.074 8.911 18.854 -0.118 -0.128 -0.319 0.10
H -10.569 10.818 16.819 -0.024 -0.327 0.016 0.10
H -9.576 9.874 15.669 0.006 -0.230 0.210 0.10
C -21.797 10.262 19.324 0.793 -1.775 -0.710 -0.23
C -21.230 11.641 19.373 1.780 0.151 -0.492 -0.23
C -19.777 11.603 18.825 0.184 -0.913 0.271 -0.20
S -19.053 10.005 19.466 0.339 2.909 1.246 0.74
O -18.347 10.252 20.776 -1.378 -0.941 -3.076 -0.37
O -18.384 9.486 18.284 -0.212 -0.825 1.164 -0.35
C -20.702 9.288 19.903 0.131 0.561 0.145 -0.19
H -22.014 9.988 18.292 -0.074 -0.176 -0.044 0.11
H -22.743 10.323 19.862 0.116 -0.741 0.200 0.12
H -21.203 11.817 20.449 -0.178 1.293 -0.168 0.12
H -21.846 12.228 18.691 -0.033 0.751 0.837 0.12
H -19.031 12.378 19.003 -0.435 0.218 0.848 0.10
H -19.713 11.520 17.740 -0.472 -0.451 -0.060 0.09
H -20.668 9.382 20.988 -0.072 -0.207 0.013 0.09
H -20.655 8.236 19.623 -0.486 0.140 -0.173 0.10
C -19.054 9.424 30.474 -1.000 -0.404 -0.836 -0.21
C -19.929 8.817 29.291 1.412 1.114 -1.157 -0.20
C -19.639 9.702 28.060 0.511 -0.090 -1.127 -0.22
S -18.116 10.792 28.389 -0.447 -2.641 -0.321 0.70
O -18.664 12.077 28.710 0.354 0.661 0.323 -0.33
O -16.995 10.644 27.456 -1.627 0.275 0.866 -0.35
C -17.672 9.826 29.938 -0.955 0.468 -1.640 -0.20
H -19.132 8.651 31.239 0.647 0.524 0.458 0.11
H -19.591 10.337 30.730 0.044 -0.097 0.585 0.11
H -21.004 8.805 29.469 0.207 0.101 0.451 0.11
H -19.644 7.836 28.913 0.186 -0.324 0.953 0.10
H -20.535 10.211 27.703 0.408 0.833 0.322 0.09
H -19.352 9.104 27.196 0.228 -0.149 0.071 0.08
H -17.041 10.613 30.350 -0.165 -0.472 1.036 0.10
H -17.105 8.959 29.598 0.204 0.205 0.017 0.10
C -9.423 8.962 29.308 0.900 0.461 1.127 -0.22
C -8.498 10.208 29.334 -1.089 0.613 0.723 -0.23
C -8.091 10.543 27.920 1.129 0.912 -0.452 -0.24
S -8.067 8.970 27.060 -3.887 -0.671 0.375 0.69
O -6.748 8.544 26.754 1.281 0.053 -1.100 -0.32
O -9.224 8.917 26.143 2.080 0.207 0.690 -0.35
C -8.558 8.007 28.531 -0.883 -0.292 -1.405 -0.24
H -10.429 9.173 28.946 0.319 -0.026 -0.924 0.12
H -9.666 8.547 30.287 0.522 0.199 0.357 0.11
H -7.616 10.022 29.947 -0.128 -0.083 0.107 0.12
H -9.012 11.102 29.687 0.056 -0.130 0.523 0.11
H -7.091 10.972 27.853 0.324 -0.432 0.216 0.10
H -8.663 11.375 27.511 -0.707 -0.782 -0.500 0.11
H -7.603 7.700 28.957 -0.295 0.096 0.523 0.11
H -9.142 7.150 28.198 0.370 -0.126 -0.270 0.11
```
Forces are in eV/Å.

HOMO-LUMO gap   1.591 eV

=====

Entry from the Open Molecules 2025 dataset: C10H10O3S in the gas phase (the ωB97M-V functional and the def2-TZVPD basis).

XYZ file:
```
24
Properties=species:S:1:pos:R:3:forces:R:3:lowdin_charge:R:1
C 2.036 1.751 -2.458 2.527 0.841 -0.715 -0.11
C 1.693 0.481 -2.851 -1.366 1.382 2.387 -0.07
C 1.228 2.544 -1.711 -2.553 0.473 0.514 -0.07
C 0.565 -0.070 -2.287 -0.341 -1.931 -1.016 -0.08
C 0.071 1.916 -1.180 -1.488 2.680 2.129 -0.06
C -0.257 0.607 -1.397 0.797 -0.777 -0.597 -0.29
C -1.555 -2.121 2.572 -2.306 -0.259 0.666 -0.04
C -1.344 -2.560 1.351 0.543 -1.934 -0.527 -0.09
C -0.849 -0.808 2.719 -1.185 1.038 3.956 -0.21
C -0.387 -1.662 0.723 1.400 1.528 -3.414 -0.28
O -2.305 0.532 0.271 0.411 0.929 0.944 -0.32
O -2.292 -1.211 -1.354 0.421 -0.698 -1.301 -0.33
O 0.070 -0.804 1.684 1.517 0.066 0.018 -0.10
S -1.502 -0.364 -0.511 0.166 -0.956 0.680 0.73
H 3.072 2.062 -2.721 -1.011 0.251 -0.114 0.12
H 2.446 0.033 -3.370 1.231 -1.990 -1.685 0.08
H 1.279 3.649 -1.659 0.529 -0.978 0.405 0.12
H 0.301 -1.082 -2.592 -0.040 0.004 0.235 0.12
H -0.641 2.514 -0.492 1.310 -0.919 -1.223 0.14
H -2.397 -2.607 3.147 1.475 0.953 -0.023 0.14
H -1.670 -3.542 0.988 -0.030 0.841 -0.244 0.13
H -1.558 0.024 2.556 0.057 -0.314 0.103 0.12
H -0.456 -0.596 3.845 -0.095 -0.706 -2.858 0.17
H 0.482 -1.993 -0.016 -1.967 0.475 1.681 0.18
```
Forces are in eV/Å.

HOMO-LUMO gap   9.004 eV

=====

Entry from the Open Molecules 2025 dataset: 2 unconnected molecules or ions with the total composition C3H9NO3 (the ωB97M-V functional and the def2-TZVPD basis).

XYZ file:
```
16
Properties=species:S:1:pos:R:3:forces:R:3:lowdin_charge:R:1
C -0.364 -0.078 0.472 -0.834 0.009 0.386 -0.03
C -0.602 1.428 0.552 -1.316 0.678 0.232 -0.18
O -1.750 1.797 1.337 1.288 0.008 -0.288 -0.02
C -0.857 -0.660 -0.855 1.642 0.746 -0.729 -0.39
N -0.033 -0.663 -1.881 -0.577 0.062 0.353 0.28
O -2.029 -1.017 -0.984 -0.951 -0.133 0.581 0.36
H -0.992 -0.481 1.251 0.136 -0.613 0.453 0.13
H 0.687 -0.379 0.606 -0.306 -0.028 -0.186 0.10
H 0.272 1.862 1.038 0.080 0.192 -0.271 0.14
H -0.856 1.893 -0.401 0.950 0.006 -0.395 0.14
H -2.276 1.021 1.443 -0.928 -0.625 0.382 0.07
H -0.447 -0.800 -2.792 0.490 -0.166 -0.243 0.16
H 0.919 -0.355 -1.742 0.087 -0.040 -0.175 0.15
H 2.571 -1.918 0.705 -0.331 -0.537 -0.049 0.07
H 3.304 -0.659 0.761 0.549 0.759 0.080 0.06
O 2.452 -0.991 0.491 0.021 -0.318 -0.132 -0.03
```
Forces are in eV/Å.

HOMO-LUMO gap (alpha / beta)   10.823 / 5.519 eV
2S+1   2
Charge   +1

=====

Entry from the Open Molecules 2025 dataset: 11 unconnected molecules or ions with the total composition BF4H20O10 (the ωB97M-V functional and the def2-TZVPD basis).

XYZ file:
```
35
Properties=species:S:1:pos:R:3:forces:R:3:lowdin_charge:R:1
B 0.134 0.054 -0.349 -0.401 0.235 0.444 -1.43
F 0.826 -1.096 -0.127 1.053 -2.589 1.120 0.14
F 0.617 0.468 -1.560 0.262 1.425 -1.475 0.16
F -1.198 -0.219 -0.398 -1.212 0.136 0.081 0.19
F 0.441 0.921 0.702 0.010 0.721 0.284 0.14
O -1.549 2.505 2.215 -0.622 0.299 0.007 -0.04
H -1.008 2.344 1.443 0.648 -0.104 -0.164 0.01
H -1.373 1.762 2.792 0.122 -0.226 0.055 0.04
O 3.437 -0.412 -0.784 0.611 -0.070 0.188 -0.05
H 3.620 -0.099 -1.670 -0.006 0.096 -0.168 0.03
H 2.516 -0.194 -0.638 -0.288 -0.094 -0.055 -0.01
O -3.174 0.734 -2.879 -0.105 -0.090 -0.607 -0.06
H -3.858 0.065 -2.889 -0.009 -0.254 -0.033 0.02
H -3.262 1.156 -2.025 0.202 0.384 0.551 -0.03
O 0.789 3.288 -1.216 0.165 0.567 0.101 -0.05
H -0.034 3.545 -1.632 -0.215 0.021 -0.111 0.03
H 0.794 2.332 -1.264 0.023 -0.397 -0.087 -0.01
O -0.517 -2.246 -2.862 -0.033 -0.327 -0.440 -0.04
H -0.209 -2.945 -2.285 0.077 -0.040 0.103 0.01
H -0.307 -1.438 -2.393 -0.031 0.390 0.120 0.00
O 1.103 -3.940 1.340 0.049 -0.688 -0.134 -0.05
H 1.349 -3.098 1.724 -0.039 0.427 0.397 -0.02
H 1.396 -3.884 0.430 0.110 0.072 -0.192 0.02
O 1.524 -1.372 2.733 0.012 -0.253 0.422 -0.03
H 1.143 -1.091 1.901 -0.234 0.326 -0.526 0.01
H 2.469 -1.347 2.586 0.315 0.095 -0.040 0.05
O 2.601 2.283 2.735 0.088 0.217 0.322 -0.05
H 2.149 1.499 2.423 -0.319 -0.216 -0.213 0.00
H 3.508 2.166 2.452 0.179 -0.003 -0.138 0.03
O -1.674 -3.101 0.206 -0.493 -0.279 0.056 -0.05
H -1.197 -2.273 0.255 0.085 0.359 -0.065 -0.01
H -1.132 -3.659 -0.351 0.082 -0.120 0.091 0.01
O -3.182 2.488 -0.570 -0.112 0.057 -0.467 -0.03
H -4.070 2.606 -0.234 -0.184 0.092 0.129 0.05
H -2.674 2.199 0.189 0.213 -0.169 0.445 0.01
```
Forces are in eV/Å.

HOMO-LUMO gap   10.650 eV
Charge   -1